The following is a quantum chemistry calculation of 11 unconnected molecules or ions with the total composition C54H76N2O26 at a distorted geometry, from the Open Molecules 2025 dataset.

```
158
Properties=species:S:1:pos:R:3:forces:R:3:mulliken_charge:R:1
O -8.420683 -2.236867 -3.696879 0.0 0.4 0.0 -0.548
C -7.911501 -1.368496 -2.759036 0.4 0.4 0.0 0.394
C -6.567115 -1.447414 -2.410186 0.0 -0.1 0.2 -0.547
C -6.078973 -0.607901 -1.438696 0.0 0.4 1.5 1.305
C -6.869946 0.343428 -0.794949 -0.8 -0.1 -0.8 -0.122
O -6.262326 1.111048 0.161177 0.5 0.0 0.1 -0.091
C -8.194302 0.514307 -1.225883 1.1 -0.3 0.0 -0.897
C -8.696430 -0.367748 -2.187306 0.0 0.2 0.0 -0.632
H -9.044908 -1.726063 -4.225739 -0.1 -0.3 -0.1 0.326
H -5.845239 -2.142363 -2.816665 -0.4 -0.3 -0.3 0.536
H -5.106753 -0.765864 -0.990585 0.1 0.0 -0.4 -0.494
H -6.855743 1.574017 0.757268 -0.4 -0.2 -0.3 0.231
H -8.732561 1.369957 -0.840822 -0.4 -0.2 0.0 0.435
H -9.704809 -0.243692 -2.564419 -0.1 0.0 0.2 0.325
O 6.020543 0.641177 -1.214550 -0.4 -0.5 -0.2 -0.624
C 5.081745 0.683283 -2.228164 -0.2 0.3 0.3 0.258
C 4.178277 1.750016 -2.236447 -0.8 -1.0 -0.5 0.533
C 3.169593 1.757844 -3.194397 0.1 0.0 0.1 -0.482
C 3.072700 0.773480 -4.201333 2.0 1.9 0.7 0.581
O 2.355255 1.025561 -5.326110 -1.0 -1.1 -0.8 -0.591
C 4.023894 -0.235222 -4.193659 0.2 -0.5 0.2 -0.583
C 4.994357 -0.322847 -3.177027 -0.7 0.4 0.0 -0.609
H 5.475574 0.752049 -0.419839 0.5 0.2 0.4 0.104
H 4.163516 2.496793 -1.453901 0.3 0.0 -0.3 0.124
H 2.521743 2.629624 -3.197999 -0.2 -0.2 -0.2 -0.123
H 2.275943 1.954453 -5.547358 0.1 0.2 0.5 0.338
H 4.045240 -0.940673 -5.014593 -0.1 -0.1 0.0 0.430
H 5.639155 -1.182633 -3.058988 0.2 0.0 -0.3 0.481
O 4.482957 6.279079 -4.186067 0.0 -0.2 0.1 -0.546
C 3.109440 6.107377 -4.049345 0.9 0.3 0.7 -0.026
C 2.257621 6.851142 -4.821839 -0.9 0.0 -0.5 -0.657
C 0.892316 6.703632 -4.655869 -0.2 0.4 0.3 -0.547
C 0.386210 5.819409 -3.708956 0.0 -0.2 0.1 0.096
O -0.973977 5.738945 -3.559054 0.3 -0.1 0.3 -0.665
C 1.248931 5.060651 -2.916530 0.9 1.4 0.0 1.558
C 2.641208 5.286363 -3.037355 -0.9 -1.3 -1.0 -0.266
H 4.659165 7.216930 -4.065573 0.1 0.0 -0.1 0.340
H 2.608213 7.532545 -5.586414 0.2 0.0 0.1 0.436
H 0.234127 7.419168 -5.132084 -0.2 -0.4 -0.2 0.388
H -1.125353 5.216182 -2.757585 -0.2 0.0 -0.1 0.309
H 0.857382 4.538024 -2.053153 0.0 -0.3 -0.3 -0.930
H 3.353137 4.609173 -2.579186 0.1 0.5 0.6 0.500
O -1.016490 -1.458772 -1.605857 -0.1 -0.2 0.2 -0.634
C -1.235155 -0.124814 -1.336430 -0.1 -0.1 -1.2 0.001
C -0.107079 0.693316 -1.260154 -0.8 1.1 -1.0 -0.500
C -0.320218 2.077869 -1.216245 -0.4 -1.1 0.8 1.323
C -1.625097 2.583295 -1.118453 0.8 1.0 0.6 -0.031
O -1.683126 3.902444 -0.781934 0.8 0.6 -0.5 0.320
C -2.718841 1.776751 -1.279539 -0.1 -0.2 -0.3 -0.893
C -2.511123 0.420444 -1.438862 -0.2 0.0 0.1 -0.712
H -1.841733 -1.959671 -1.583786 0.0 0.0 0.2 0.181
H 0.867714 0.321831 -1.548472 0.1 -0.2 0.6 0.392
H 0.525165 2.741807 -1.127312 -0.1 0.0 -0.1 -0.783
H -2.510781 4.395168 -0.736242 -0.3 -0.5 0.0 -0.060
H -3.725070 2.162478 -1.388189 0.0 0.2 0.2 0.652
H -3.416226 -0.109021 -1.715383 0.5 -0.7 0.1 0.551
O 1.669264 -1.868727 -1.906055 -0.5 -0.7 -0.1 0.021
C 2.216250 -3.129074 -2.072137 -0.1 2.0 0.4 -0.451
C 1.543416 -4.181360 -2.637784 0.6 -1.7 -0.2 -0.518
C 2.241533 -5.382530 -2.799064 0.4 0.2 0.0 -0.569
C 3.569298 -5.497869 -2.396804 -0.8 0.5 0.8 0.596
O 4.192995 -6.684370 -2.584396 0.3 -0.8 -0.2 -0.574
C 4.186609 -4.433773 -1.717585 -0.2 -1.1 -1.2 -0.744
C 3.532081 -3.225245 -1.628676 0.5 -0.6 -0.1 -0.024
H 0.700182 -1.950734 -1.997476 0.3 0.3 0.0 0.025
H 0.518609 -4.298939 -2.964285 -0.2 1.1 0.2 0.502
H 1.701916 -6.207473 -3.244133 0.3 -0.2 0.0 0.395
H 4.946251 -6.781298 -1.993471 0.0 0.2 -0.1 0.298
H 5.208653 -4.641073 -1.418351 0.1 0.6 0.2 0.312
H 4.101642 -2.364734 -1.303917 -0.4 0.2 0.3 0.718
C 7.561387 2.796194 0.593760 1.0 1.1 -0.5 -0.884
O 6.325120 3.316019 0.988944 -0.1 0.6 0.6 -0.090
C 6.266161 4.745937 0.843558 -1.1 -1.2 -1.2 -0.767
C 4.793788 5.158434 0.851699 -1.5 -1.2 0.2 -0.762
N 4.018712 4.145428 0.114529 1.0 -0.2 -0.6 0.115
C 2.571204 4.108000 0.191693 1.0 1.1 0.2 0.610
C 1.984843 4.013294 1.605164 -0.7 -0.7 0.0 -0.787
O 1.245221 5.151882 1.992653 0.2 0.7 0.4 -0.580
C -0.065277 5.242419 1.502700 -0.7 -0.7 0.2 -0.431
H 7.766469 2.996541 -0.469262 -0.6 -0.7 -0.2 0.332
H 7.622968 1.752482 0.881077 0.0 0.0 -0.2 0.185
H 8.412831 3.370754 0.995994 -0.2 -0.2 0.8 0.391
H 6.562925 4.920670 -0.195167 0.8 0.5 0.2 0.417
H 6.847059 5.212485 1.634258 0.2 0.3 -0.2 0.388
H 4.583200 6.086381 0.318212 0.5 0.4 0.4 0.288
H 4.410988 5.193038 1.878417 0.2 0.5 0.1 0.362
H 4.533252 3.276658 0.129382 -0.5 -0.2 0.5 0.233
H 2.192824 3.362265 -0.505946 0.2 -0.3 0.2 -0.753
H 2.269538 5.078451 -0.217655 -0.4 0.0 0.1 0.621
H 2.767518 3.856676 2.347379 0.1 0.3 -0.1 0.521
H 1.338956 3.129309 1.706862 -0.1 -0.1 -0.2 0.156
H -0.675347 5.940699 2.078332 0.6 0.5 0.1 0.299
H -0.609683 4.304610 1.679494 0.2 -0.3 -0.3 0.148
H -0.152619 5.495382 0.446222 0.2 0.0 -0.1 0.164
C 3.749964 -8.480907 5.077638 -1.2 1.0 -0.3 -0.777
O 2.691157 -7.576566 4.717210 0.4 0.6 -0.1 -0.291
C 1.386641 -7.859197 5.219348 0.9 0.1 -0.1 -0.705
C 0.417622 -7.057368 4.381656 0.5 0.7 -0.5 -0.424
N 0.462495 -5.647176 4.707563 -0.7 0.5 0.7 -0.204
C -0.672205 -4.877001 4.219352 0.5 0.2 -1.1 -1.394
C -0.810960 -4.848168 2.682661 0.1 0.1 0.5 0.573
O 0.230601 -4.025962 2.180489 0.6 0.1 0.6 -0.249
C 0.256611 -3.895495 0.790264 -0.4 -0.4 -0.8 -0.403
H 4.668113 -7.935152 5.298270 0.0 0.2 -0.4 0.213
H 3.822316 -9.042801 4.146508 0.7 -1.0 0.7 0.261
H 3.503855 -8.962911 6.026681 -0.1 -0.7 -0.4 0.336
H 1.443299 -7.518659 6.256835 -0.8 -0.3 0.2 0.353
H 1.163406 -8.927517 5.125202 0.0 -0.1 0.2 0.418
H -0.620265 -7.387320 4.461246 0.1 -0.2 0.3 0.465
H 0.701618 -7.189766 3.327819 0.0 -0.5 0.0 0.192
H 1.339186 -5.182736 4.529104 0.1 -0.3 -0.3 0.303
H -0.545741 -3.819508 4.455486 -0.2 -0.1 0.6 0.465
H -1.574828 -5.303454 4.657895 -0.2 0.3 0.0 0.357
H -1.760326 -4.412124 2.367342 -0.2 -0.2 0.1 -0.320
H -0.712424 -5.882287 2.338231 -0.1 0.1 -0.5 0.370
H -0.038573 -4.852501 0.342093 0.1 0.1 -0.2 0.464
H 1.244820 -3.644502 0.395981 0.2 -0.2 0.5 -0.047
H -0.420819 -3.124786 0.408821 -0.1 -0.1 0.2 0.149
O -3.042828 6.130439 0.157948 -0.7 0.3 0.1 -0.483
C -3.957364 5.809609 0.856348 -0.3 -0.7 -0.8 0.631
O -4.032503 4.600812 1.471247 1.3 0.2 0.7 -0.126
C -4.825004 4.806947 2.626001 -1.7 -1.9 0.0 -0.341
C -5.880177 5.724342 2.074144 0.3 1.7 0.3 -0.306
O -5.113807 6.459609 1.069458 0.0 0.2 0.2 -0.394
H -5.288933 3.840555 2.839016 0.2 0.0 0.3 0.222
H -4.317023 5.139630 3.530288 0.4 0.3 -0.4 0.264
H -6.206868 6.479021 2.788590 -0.1 -0.1 0.0 0.288
H -6.760353 5.252072 1.644103 0.3 -0.2 -0.3 0.273
O -3.455449 -1.949072 4.682294 -0.5 0.2 0.1 -0.556
C -3.318428 -1.355287 3.667577 0.8 0.0 -0.9 0.463
O -4.194532 -0.492274 3.067107 -0.3 -0.2 0.9 -0.411
C -3.761712 -0.316580 1.737291 1.0 -0.3 -1.7 0.856
C -2.260300 -0.454981 1.876556 -1.1 0.7 0.7 0.815
O -2.207339 -1.466197 2.882149 0.4 -0.2 0.4 -0.178
H -4.147191 -1.131392 1.114292 -0.3 0.2 0.0 -0.707
H -3.941769 0.657937 1.289128 -0.8 0.0 0.4 0.202
H -2.007640 0.519247 2.314616 0.9 -0.2 0.0 0.368
H -1.703556 -0.683412 0.976478 0.0 -0.3 0.2 -1.004
O 4.487588 1.006034 1.221303 0.3 -0.3 0.4 -0.663
C 3.550010 0.301818 1.454269 -0.7 0.0 -0.4 0.055
O 3.411258 -0.559265 2.486241 0.6 0.2 0.1 -0.439
C 2.269229 -1.386587 2.276421 -0.7 0.2 -0.6 -0.170
C 1.500612 -0.627918 1.210808 -0.1 0.2 -0.2 0.821
O 2.451758 0.298350 0.677723 0.4 -0.3 0.0 0.608
H 2.533275 -2.348621 1.838837 0.4 -0.1 0.5 0.295
H 1.644248 -1.501300 3.157689 0.5 -0.1 0.3 0.301
H 0.699231 0.004961 1.590623 -0.3 -0.4 0.0 -0.211
H 1.235047 -1.341438 0.434976 -0.5 0.5 -0.2 -0.645
O -2.732467 -3.438807 -0.027723 0.1 -0.4 -0.3 -0.198
C -3.826662 -3.887046 0.138230 -0.4 2.6 -0.1 0.258
O -4.932991 -3.274283 -0.406000 0.8 -1.0 0.1 -0.048
C -6.093140 -3.948706 0.091121 -0.2 0.6 0.0 -0.349
C -5.514461 -5.222648 0.690646 -0.8 0.3 -1.7 -0.598
O -4.167461 -4.826105 0.991370 -0.4 -1.4 0.7 -0.289
H -6.570172 -3.303294 0.832622 0.0 0.0 0.0 0.255
H -6.752351 -4.099067 -0.762088 -0.2 -0.2 0.2 0.305
H -5.482614 -5.939804 -0.132032 0.2 -0.4 0.3 0.344
H -6.153050 -5.621211 1.471468 0.8 0.1 0.6 0.372
```
Positions in Å, forces in eV/Å.

Summary:
Gap between HOMO and LUMO = 7.182 eV
Structure (SMILES) = Oc1ccc(O)cc1.Oc1ccc(O)cc1.Oc1ccc(O)cc1.Oc1ccc(O)cc1.Oc1ccc(O)cc1.COCCNCCOC.COCCNCCOC.O=C1OCCO1.O=C1OCCO1.O=C1OCCO1.O=C1OCCO1
F_max = 2.816 eV/Å
HOMO level = -7.53 eV